Molecular formula: C44H70F36N10O27S12
Method: DFT, ωB97M-V/def2-TZVPD

XYZ file:
```
199
Properties=species:S:1:pos:R:3:mulliken_charge:R:1
C -6.54630 -13.49200 24.56054 -1.086
N -6.90101 -12.64068 25.73443 1.187
C -8.41690 -12.71363 25.85956 -0.899
C -6.26349 -13.22429 27.06417 -0.816
C -6.71967 -11.17313 25.57937 -0.336
C -5.36004 -10.70227 25.98506 -0.238
O -4.32512 -11.37182 25.23504 -0.645
H -6.72207 -14.49315 24.80176 0.496
H -5.48095 -13.52202 24.34185 0.298
H -7.07770 -13.08860 23.71136 0.278
H -8.79417 -13.73581 25.69230 0.450
H -8.86593 -12.06365 25.14069 0.444
H -8.65567 -12.46770 26.84685 0.161
H -5.27003 -13.68221 26.74210 0.179
H -6.85148 -13.98384 27.62616 0.450
H -6.00437 -12.42365 27.74057 0.255
H -7.39424 -10.76358 26.32336 -0.019
H -7.13405 -10.79513 24.65149 0.151
H -5.10164 -10.79514 27.04169 0.349
H -5.28330 -9.65244 25.78277 0.120
H -3.81109 -10.80231 24.63941 0.341
C -15.63778 -6.03865 31.40840 -2.148
C -15.75722 -4.63008 30.72587 1.102
C -16.24804 -3.65961 31.82474 0.094
C -16.03536 -2.16090 31.53703 -1.141
C -14.86155 -1.85952 30.62340 -1.270
C -13.81548 -2.91842 30.63710 1.517
N -14.41214 -4.23776 30.22266 1.098
O -13.80606 -4.98594 29.42997 -0.147
C -13.20104 -3.18263 31.98232 -1.289
C -12.81147 -2.59255 29.47200 -2.029
C -16.62243 -4.82907 29.51496 -1.625
H -15.33198 -6.70050 30.64630 0.537
H -16.51485 -6.33994 31.93075 0.416
H -14.94102 -5.97162 32.22896 0.514
H -15.87540 -4.01055 32.82351 -0.750
H -17.32153 -3.83581 31.92223 0.745
H -15.83065 -1.69347 32.48930 0.448
H -16.83228 -1.67733 31.03863 0.580
H -14.31871 -0.92879 30.73277 0.671
H -15.27279 -1.88345 29.58887 0.392
H -13.50986 -4.04365 32.63610 0.127
H -13.32079 -2.25855 32.55667 0.477
H -12.13827 -3.19722 31.92905 0.313
H -13.32551 -2.69851 28.50345 0.503
H -11.95486 -3.27882 29.40103 0.117
H -12.40714 -1.62912 29.61982 0.748
H -17.59205 -5.09456 29.87243 0.470
H -16.31776 -5.58244 28.69725 0.192
H -16.74066 -3.90141 29.03713 0.483
C -9.09056 -5.61723 19.24335 -1.698
C -9.47760 -6.77663 20.21847 2.358
C -10.93599 -6.72871 20.63201 -0.924
C -11.48609 -8.05644 21.01900 0.957
C -11.27623 -9.09572 19.92714 -1.866
C -9.80133 -9.46734 19.73258 2.010
N -9.13587 -8.10147 19.36113 0.705
O -8.30600 -8.05571 18.54619 -0.434
C -9.62609 -10.48611 18.61090 -1.860
C -9.09966 -9.87383 20.94024 -1.388
C -8.53384 -6.83307 21.48046 -1.367
H -9.59599 -5.74522 18.31094 0.549
H -8.01657 -5.48294 19.02437 0.333
H -9.49747 -4.61294 19.54795 0.319
H -11.58588 -6.28732 19.88709 0.507
H -11.06470 -6.11845 21.49895 -0.416
H -12.60394 -7.92058 21.12646 0.670
H -11.15378 -8.41175 21.98831 -0.790
H -11.68332 -8.72736 18.98254 0.487
H -11.78346 -10.06074 20.15139 0.458
H -8.59357 -10.88305 18.51893 0.387
H -9.88951 -10.07117 17.60781 0.396
H -10.17899 -11.41789 18.72749 0.363
H -7.99232 -10.02365 20.84389 0.417
H -9.54930 -10.78373 21.20400 0.928
H -9.29823 -9.24561 21.78565 -0.770
H -9.03936 -7.27139 22.31734 -0.769
H -8.16858 -5.87488 21.74059 0.915
H -7.64921 -7.40002 21.15486 0.299
C -8.87524 -8.77391 24.50499 -1.818
C -7.74210 -7.81628 24.82286 2.069
C -7.65188 -7.37772 26.36639 0.111
C -8.87227 -6.54924 26.79624 -0.029
N -8.66055 -5.70053 28.03975 0.995
C -8.10244 -6.37219 29.27091 0.018
C -9.21049 -7.21306 29.83556 -0.417
C -10.44157 -6.40417 29.34631 -1.426
C -9.97934 -5.25272 28.50518 0.656
C -7.77208 -4.56191 27.49819 0.072
H -9.76991 -8.26938 24.17694 0.353
H -9.13005 -9.35391 25.37583 0.708
H -8.46572 -9.42866 23.72594 -0.105
H -7.74994 -6.82436 24.35664 0.935
H -6.78186 -8.25956 24.51366 -1.721
H -6.62929 -6.91558 26.52050 -0.298
H -7.66803 -8.31678 26.91986 0.151
H -9.72733 -7.17890 27.06645 0.551
H -9.17083 -5.80956 26.06133 -0.891
H -7.82768 -5.53520 29.87596 -0.387
H -7.26713 -6.97803 28.91565 0.662
H -9.13279 -7.23585 30.91722 0.607
H -9.20032 -8.21987 29.42659 -0.104
H -11.08230 -6.09592 30.16607 0.505
H -11.05896 -7.04320 28.78655 0.927
H -9.77283 -4.32491 29.16970 -1.463
H -10.65400 -4.93695 27.68411 0.446
H -8.34791 -3.94107 26.85486 0.248
H -6.91446 -5.00635 26.96083 -0.239
H -7.51095 -3.85304 28.27046 0.205
C -7.64388 -0.39689 29.36610 0.472
F -7.89301 0.48956 28.42087 -0.203
F -6.51974 -1.01801 29.02955 -0.242
F -7.30526 0.21245 30.51465 -0.228
S -8.99113 -1.59197 29.42643 1.075
O -10.08216 -0.98327 30.13349 -0.617
O -9.29249 -1.92931 28.03862 -0.509
N -8.38657 -2.85400 30.16992 -0.463
S -8.63857 -3.27871 31.67557 1.087
O -9.13650 -2.28434 32.58388 -0.665
O -9.33821 -4.53936 31.60065 -0.516
C -6.89302 -3.80240 32.16034 0.507
F -6.01733 -2.84226 32.49532 -0.242
F -7.00721 -4.59940 33.20185 -0.210
F -6.37650 -4.41376 31.12857 -0.230
C -3.52559 -6.03651 26.21257 0.639
F -3.65681 -4.83675 26.82308 -0.230
F -2.23904 -6.35834 26.22222 -0.247
F -4.16872 -6.93802 26.93641 -0.184
S -4.19407 -5.93504 24.48414 0.812
O -5.52330 -5.39846 24.62912 -0.521
O -3.20323 -5.01721 23.93058 -0.679
N -4.13517 -7.44358 23.96432 -0.263
S -4.57575 -8.03004 22.60311 1.149
O -5.18112 -9.33321 22.82277 -0.666
O -5.31015 -7.14553 21.80090 -0.743
C -2.94297 -8.48984 21.71365 0.458
F -2.19484 -9.29875 22.47635 -0.214
F -3.32598 -9.13316 20.57763 -0.240
F -2.25585 -7.47561 21.33807 -0.194
C -13.79523 -14.81160 25.48341 0.652
F -14.19185 -16.03665 25.93053 -0.240
F -14.95700 -14.14477 25.74894 -0.253
F -12.75550 -14.26015 26.12435 -0.171
S -13.25527 -14.87078 23.74656 1.051
O -11.93815 -15.39805 23.66849 -0.613
O -14.30438 -15.53629 23.08023 -0.653
N -13.32076 -13.31760 23.39620 -0.477
S -12.11650 -12.26886 23.20823 0.691
O -10.94407 -12.48822 24.07220 -0.453
O -11.90523 -11.81213 21.84181 -0.579
C -12.84400 -10.81188 24.07580 0.631
F -12.09022 -9.68503 23.98096 -0.196
F -14.02017 -10.50089 23.51829 -0.228
F -13.00036 -11.12666 25.35348 -0.196
C -16.75950 -4.72850 36.28376 0.713
F -17.42271 -3.91485 37.15201 -0.254
F -16.47680 -5.83457 36.88526 -0.221
F -17.57224 -4.91081 35.27009 -0.245
S -15.29408 -3.82766 35.60160 0.876
O -15.98528 -2.93767 34.65849 -0.607
O -14.60195 -3.32567 36.73976 -0.594
N -14.44022 -4.99606 34.79099 -0.422
S -13.41073 -5.92551 35.44321 1.064
O -12.30139 -6.00978 34.52572 -0.615
O -13.23876 -5.76142 36.87107 -0.644
C -14.06925 -7.64398 35.19241 0.611
F -14.99700 -8.07228 36.03943 -0.222
F -14.53199 -7.77883 33.95846 -0.231
F -12.93727 -8.42489 35.25389 -0.241
C -8.63316 -11.69918 30.34838 0.562
F -8.93832 -11.43735 28.99087 -0.210
F -8.31070 -10.47648 30.83015 -0.248
F -9.73009 -12.10723 30.93412 -0.220
S -7.18823 -12.82416 30.44232 1.189
O -7.65420 -14.01822 29.80314 -0.707
O -6.10740 -12.11465 29.67303 -0.779
N -6.93819 -12.73566 31.97615 -0.433
S -5.98144 -13.69586 32.77258 1.093
O -6.46883 -13.74742 34.12822 -0.668
O -5.76822 -14.87132 31.97489 -0.630
C -4.44569 -12.81066 33.01260 0.674
F -4.63461 -11.47305 33.19265 -0.243
F -3.75922 -13.19549 34.12747 -0.228
F -3.68869 -12.98097 31.95707 -0.217
C -9.81450 -3.53784 23.93066 0.458
F -8.88719 -2.99180 23.16495 -0.258
F -9.58823 -4.84969 23.99686 -0.077
F -9.56194 -3.04097 25.19162 -0.110
S -11.57314 -3.32601 23.34025 0.814
O -11.74381 -1.86763 23.42375 -0.737
O -11.56912 -3.87164 21.98173 -0.582
N -12.28011 -4.12273 24.41591 -0.393
S -12.97268 -5.53670 24.26907 1.187
O -13.77470 -5.53533 23.08598 -0.732
O -12.07756 -6.64621 24.47184 -0.305
C -14.26989 -5.77204 25.60241 0.203
F -14.04348 -4.84177 26.57383 -0.149
F -15.52154 -5.68958 25.11860 -0.216
F -14.23649 -7.03099 26.17995 -0.227
```

Charge: -2
E_HOMO in eV: -6.9
LUMO in eV: -0.4
Kohn-Sham gap in eV: 6.5